1.
{
  "formula": "C5H15NOS",
  "method": "ωB97M-V/def2-TZVPD",
  "species": ["C", "N", "C", "C", "S", "C", "C", "H", "H", "H", "H", "H", "H", "H", "H", "H", "H", "H", "H", "H", "H", "H", "O"],
  "coordinates": [[-0.4370, -1.6507, 0.0824], [0.4775, -0.6980, -0.6076], [1.6629, -0.3325, 0.1560], [2.1038, 1.1500, 0.2015], [1.1157, 2.2571, -0.8475], [2.8838, -1.2123, -0.1795], [-1.4785, -0.8366, 0.8206], [-0.8803, -2.3020, -0.6641], [0.2079, -2.1720, 0.8024], [0.7435, -0.9937, -1.5324], [1.3464, -0.6456, 1.1556], [2.1650, 1.4070, 1.2555], [3.0865, 1.3663, -0.2247], [1.2168, 1.6757, -2.0274], [2.6617, -2.2504, 0.0899], [3.1779, -1.0467, -1.2149], [3.7638, -1.0175, 0.4469], [-2.3284, -0.5989, 0.1641], [-1.9799, -1.3701, 1.6410], [-1.2207, 0.1444, 1.2222], [-5.7208, -0.5867, 1.8350], [-5.8721, -1.1889, 0.5319], [-6.2683, -0.4607, 1.0292]],
  "forces_ev_per_a": [[1.3, 1.7, 0.3], [0.3, 0.3, -0.5], [0.2, -1.1, 0.6], [0.0, -0.3, -1.2], [-0.9, 1.3, 1.2], [0.0, -0.1, 0.7], [-1.8, -0.1, 0.2], [0.0, -0.2, 0.1], [-0.5, -0.7, -0.1], [-0.1, -0.3, -0.2], [0.4, 0.5, 0.3], [-0.4, 0.8, -0.1], [0.2, -0.9, 0.4], [0.3, -0.7, -0.3], [-0.2, -0.1, -0.7], [0.0, -0.4, -0.1], [-0.1, 0.5, 0.0], [0.2, -0.1, -0.1], [0.3, -0.2, 0.0], [0.8, -0.2, -0.1], [-0.4, 0.5, -0.2], [-0.1, -0.1, -0.7], [0.6, -0.4, 0.8]],
  "lowdin_charge": [-0.3451, -0.0922, -0.4945, -0.5519, 0.5832, -0.1119, -0.2240, 0.0744, 0.0866, 0.0725, 0.1143, 0.0678, 0.0353, -0.1818, 0.0640, 0.0668, 0.0642, 0.0337, 0.0160, 0.0546, -0.0207, -0.0465, -0.2648],
  "relative_energy_kcal_mol": 24.1,
  "multiplicity": 2,
  "total_charge": -1,
  "homo_lumo_gap_ha": [0.07288, 0.31975],
  "lumo_ev": [3.118, 3.172]
}

=====

2.
{
  "formula": "C26H37N7O3",
  "method": "ωB97M-V/def2-TZVPD",
  "species": ["C", "H", "O", "C", "C", "C", "N", "C", "O", "C", "C", "C", "C", "C", "H", "H", "H", "C", "N", "C", "H", "H", "C", "C", "N", "C", "H", "C", "H", "O", "C", "C", "H", "H", "H", "H", "H", "H", "H", "H", "H", "H", "C", "C", "N", "N", "N", "N", "C", "C", "C", "C", "C", "C", "H", "H", "H", "H", "H", "H", "H", "H", "H", "H", "H", "H", "H", "H", "H", "H", "H", "H", "H"],
  "coordinates": [[-7.1028, -1.1183, 2.5999], [-6.5070, -1.8586, 3.1426], [-6.2893, -0.1347, 2.0060], [-5.3641, -0.5142, 1.0887], [-4.5770, 0.5047, 0.5686], [-3.6026, 0.2219, -0.3790], [-2.8247, 1.2114, -0.9121], [-1.8095, 1.0336, -1.8205], [-1.1762, 2.0069, -2.2138], [-1.5787, -0.3428, -2.2425], [-2.3687, -1.3361, -1.7765], [-3.4017, -1.0994, -0.8255], [-4.2068, -2.1082, -0.2901], [-5.1722, -1.8306, 0.6484], [-5.7725, -2.6349, 1.0418], [-4.0579, -3.1251, -0.6216], [-2.2099, -2.3520, -2.1086], [-0.4094, -0.5771, -3.1691], [0.8679, -0.7991, -2.5202], [1.2982, -2.1483, -2.2499], [2.3402, -2.0802, -1.9260], [1.2783, -2.6866, -3.2042], [0.5399, -2.9602, -1.1831], [1.5046, -3.8716, -0.4212], [2.5450, -3.0969, 0.2322], [3.7529, -3.8504, 0.5102], [4.1078, -4.3184, -0.4111], [4.8195, -2.8834, 1.0285], [5.7312, -3.4192, 1.2992], [4.3966, -2.2121, 2.1912], [3.1898, -1.5237, 1.9548], [2.0953, -2.4662, 1.4611], [1.1844, -1.9012, 1.2698], [1.8869, -3.2178, 2.2440], [2.9077, -1.0621, 2.9025], [3.3539, -0.7376, 1.2002], [5.0473, -2.1504, 0.2385], [3.5819, -4.6387, 1.2659], [0.9428, -4.4891, 0.3001], [1.9903, -4.5459, -1.1333], [0.0507, -2.2738, -0.4946], [-0.2278, -3.5828, -1.6449], [1.3267, 0.2554, -1.6645], [0.5964, 0.4991, -0.3803], [-0.1836, -0.3202, 0.2933], [-0.6373, 0.3549, 1.3418], [-0.1789, 1.5346, 1.3559], [0.6124, 1.6775, 0.2894], [1.2968, 2.9176, 0.0281], [2.2394, 3.2356, 1.1905], [2.9405, 4.5678, 0.9463], [1.9179, 5.6853, 0.7640], [0.9798, 5.3643, -0.3957], [0.2705, 4.0363, -0.1589], [-0.3444, 4.0952, 0.7417], [-0.3713, 3.7870, -1.0062], [0.2390, 6.1575, -0.5080], [1.5528, 5.3093, -1.3241], [1.3358, 5.7953, 1.6813], [2.4317, 6.6301, 0.5768], [3.5964, 4.7935, 1.7888], [3.5606, 4.4932, 0.0497], [1.6516, 3.2845, 2.1093], [2.9749, 2.4346, 1.3016], [1.8729, 2.7901, -0.8938], [1.2637, 1.1872, -2.2419], [2.3797, 0.0643, -1.4226], [-0.6078, -1.4402, -3.8066], [-0.3026, 0.3163, -3.7985], [-2.9678, 2.1605, -0.5856], [-4.7310, 1.5126, 0.9203], [-7.7290, -1.6247, 1.8584], [-7.7405, -0.5851, 3.3033]],
  "forces_ev_per_a": [[-0.2, -0.2, 0.1], [0.0, 0.0, 0.0], [0.3, 0.2, -0.2], [0.2, 0.2, -0.2], [-0.2, -0.1, 0.1], [-0.3, -0.6, 0.1], [0.0, 0.4, 0.1], [-0.4, 0.0, 0.1], [0.2, 0.1, -0.2], [-0.2, -0.5, -0.2], [0.2, 0.5, -0.3], [-0.2, 0.2, 0.3], [0.1, 0.3, 0.0], [-0.3, -0.1, 0.2], [-0.1, -0.1, 0.0], [0.0, -0.1, 0.0], [0.1, -0.1, -0.1], [0.1, 0.2, -0.1], [0.0, 0.2, 0.0], [-0.1, -0.2, 0.0], [0.0, 0.0, -0.1], [0.1, 0.0, 0.0], [0.2, 0.0, 0.0], [-0.1, 0.1, -0.1], [0.0, -0.2, 0.1], [0.2, 0.2, 0.1], [0.0, 0.0, 0.0], [0.1, -0.3, -0.2], [0.0, 0.0, -0.1], [0.1, 0.0, 0.1], [-0.4, 0.0, 0.1], [0.2, 0.3, 0.1], [0.0, 0.0, 0.1], [0.0, 0.0, 0.0], [0.0, 0.0, -0.1], [0.0, 0.0, 0.0], [0.0, -0.1, 0.0], [0.0, 0.0, -0.1], [0.1, 0.0, -0.1], [0.0, -0.1, 0.1], [0.0, -0.2, 0.0], [-0.1, 0.0, 0.0], [0.3, 0.0, -0.4], [0.0, 0.6, 0.6], [0.3, -0.2, -0.6], [-0.5, -0.3, 0.6], [0.1, 1.2, 0.5], [-0.2, -1.5, -0.4], [0.0, 0.7, 0.3], [0.2, 0.0, -0.3], [-0.2, 0.0, 0.2], [0.2, 0.0, -0.3], [-0.1, 0.0, 0.3], [0.1, 0.1, -0.4], [0.0, 0.0, 0.0], [0.0, 0.0, 0.1], [0.0, 0.0, -0.1], [0.0, 0.1, -0.1], [0.0, 0.1, 0.1], [0.0, 0.1, 0.1], [0.1, 0.0, -0.1], [0.1, 0.0, 0.0], [0.0, 0.0, 0.0], [-0.1, -0.1, 0.0], [-0.1, -0.1, 0.1], [0.1, -0.1, 0.1], [0.0, 0.1, 0.0], [0.0, 0.0, 0.0], [-0.1, -0.2, 0.0], [0.1, -0.1, -0.1], [0.0, 0.1, 0.1], [0.0, 0.0, 0.0], [0.0, -0.1, 0.0]],
  "lowdin_charge": [-0.0859, 0.0969, -0.0765, -0.2663, 0.0667, -0.1824, 0.1859, -0.4315, 0.0357, -0.1217, 0.0308, -0.1553, -0.0134, -0.0199, 0.1011, 0.1175, 0.1203, -0.1134, -0.1583, -0.1748, 0.1104, 0.1199, -0.1633, -0.2017, -0.1850, -0.1723, 0.1224, -0.2006, 0.1234, -0.1324, -0.1940, -0.1609, 0.0915, 0.1332, 0.1272, 0.1162, 0.1239, 0.1296, 0.1234, 0.1182, 0.0681, 0.1012, -0.1009, -0.2598, 0.0584, -0.0076, 0.0679, -0.0240, -0.2711, -0.1451, -0.1978, -0.2076, -0.1941, -0.1475, 0.1180, 0.0956, 0.1110, 0.1165, 0.1152, 0.1077, 0.1105, 0.1149, 0.1169, 0.1150, 0.1536, 0.1259, 0.1344, 0.1296, 0.1271, 0.1669, 0.1274, 0.0955, 0.0935],
  "relative_energy_kcal_mol": 0.0,
  "homo_lumo_gap_ha": 0.30861,
  "lumo_ev": 0.460,
  "smiles": "COc1ccc2cc(CN(CCCN3CCOCC3)Cc3nnnn3C3CCCCC3)c(=O)[nH]c2c1"
}

=====

3.
{
  "formula": "C5H11P",
  "method": "ωB97M-V/def2-TZVPD",
  "species": ["C", "C", "C", "C", "C", "P", "H", "H", "H", "H", "H", "H", "H", "H", "H", "H", "H"],
  "coordinates": [[0.0652, 0.9027, 1.1208], [0.4480, 0.8004, -0.2998], [-0.6474, -0.2143, 0.0868], [1.8940, 0.4846, -0.7074], [-0.3318, -1.6894, 0.3491], [-2.4264, -0.0050, -0.2561], [0.5157, 0.4504, 1.9879], [-0.2582, 1.9040, 1.3862], [-0.0070, 1.6824, -0.7273], [2.0648, 0.3225, -1.7096], [2.1484, -0.4541, -0.1938], [2.5372, 1.2095, -0.1627], [-1.2862, -1.9835, 0.9187], [0.5169, -1.8874, 0.9720], [-0.4778, -2.2928, -0.5476], [-2.4953, -0.5026, -1.5411], [-2.2600, 1.2725, -0.6763]],
  "forces_ev_per_a": [[-1.1, -1.2, -0.2], [0.3, -0.7, -0.3], [1.8, 1.8, 1.0], [-0.9, -0.3, 3.8], [-3.2, 0.7, 0.9], [0.0, -0.4, 1.2], [0.7, -0.5, -0.3], [-1.0, -0.3, 0.0], [0.2, 0.0, -0.8], [0.5, 0.2, -2.3], [0.0, 0.0, -0.2], [-0.2, -0.1, -1.0], [1.5, -0.1, -0.2], [0.6, -0.3, -0.1], [0.9, 0.1, -0.2], [0.1, -0.4, -0.9], [-0.2, 1.4, -0.5]],
  "lowdin_charge": [-0.0925, -0.3696, -0.6513, -0.0417, -0.1281, 0.8474, 0.0865, 0.0874, 0.1087, 0.0383, 0.0715, 0.0917, 0.0686, 0.0622, 0.0704, -0.1224, -0.1270],
  "relative_energy_kcal_mol": 36.9,
  "homo_lumo_gap_ha": 0.36492,
  "lumo_ev": 1.051,
  "smiles": "C[C@@H]1C[C@@]1(C)P"
}

=====

Going through the records in order, we get total energy values of -727.595249; -1621.940018; -538.367440 hartree.